(1)
This record from the Open Molecules 2025 dataset describes a cluster of 2 separate species, C3H11NOS in total. The level of theory is the ωB97M-V functional and the def2-TZVPD basis.

Summary:
- Total energy: -649.029942 a.u.
- Multiplicity: 2
- Net charge: -1
- Relative energy (zero: lowest compared OMol25 entry of this formula, charge and spin): 7.3 kcal per mole

The geometry in XYZ format:
```
17
Properties=species:S:1:pos:R:3:mulliken_charge:R:1
C 0.04 1.21 1.62 -1.280
C 0.30 0.91 0.15 0.025
C 0.81 -0.54 -0.04 -2.355
S 0.98 -1.02 -1.80 0.132
N 1.24 1.91 -0.40 -0.650
H -0.70 0.53 2.04 0.491
H -0.29 2.25 1.74 0.301
H 0.98 1.01 2.16 0.351
H -0.60 0.91 -0.49 0.381
H 1.78 -0.70 0.43 0.466
H 0.06 -1.22 0.36 0.880
H 2.21 -0.48 -1.93 0.082
H 0.75 2.59 -0.94 0.273
H 2.07 1.53 -0.81 0.262
H -2.66 -2.61 -0.25 0.468
H -3.59 -3.62 -0.97 0.668
O -3.39 -2.68 -0.88 -1.493
```



(2)
This record from the Open Molecules 2025 dataset describes a structure of composition C4H9OP3. The level of theory is the ωB97M-V functional and the def2-TZVPD basis.

Summary:
- Total energy: -1257.011126 a.u.
- Relative energy (zero: lowest compared OMol25 entry of this formula, charge and spin): 7.1 kcal per mole

The geometry in XYZ format:
```
17
Properties=species:S:1:pos:R:3:mulliken_charge:R:1
C 3.96 -2.13 0.18 -0.178
C -1.74 1.09 -0.21 -1.052
C -0.50 0.04 -0.22 -0.326
C -0.71 -0.73 1.05 -0.452
O 0.39 -1.59 1.14 -0.243
P 3.13 -2.86 1.43 -0.123
P 2.87 -1.08 -0.80 -0.070
P 1.99 -0.97 1.23 -0.010
H 4.82 -2.54 -0.37 0.329
H -2.59 0.36 -0.68 0.250
H -1.89 1.42 0.79 0.350
H -1.57 1.91 -0.99 0.307
H 0.42 0.50 0.07 0.343
H -0.32 -0.41 -1.22 0.270
H -0.91 -0.19 2.04 0.228
H -1.56 -1.38 0.89 0.321
H 3.78 0.01 -0.57 0.057
```



(3)
This record from the Open Molecules 2025 dataset describes a structure of composition C21H35NOOsP2S. The level of theory is the ωB97M-V functional and the def2-TZVPD basis.

Summary:
- Total energy: -2122.589420 a.u.
- Multiplicity: 5

The geometry in XYZ format:
```
62
Properties=species:S:1:pos:R:3:mulliken_charge:R:1
Os 0.98 0.50 -0.07 0.596
P 0.67 2.25 -1.45 0.808
P 1.08 -1.31 1.28 1.067
N 1.40 1.54 1.43 -0.716
H -2.78 -0.61 -0.55 0.025
C -0.81 3.31 -1.34 -1.074
H -0.81 4.06 -2.14 0.391
H -0.82 3.82 -0.37 0.335
H -1.73 2.72 -1.42 0.245
C 0.76 1.78 -3.21 -1.198
H 0.90 2.69 -3.81 0.452
H -0.14 1.26 -3.53 0.212
H 1.62 1.12 -3.34 0.348
C 2.04 3.43 -1.28 -1.293
H 1.99 4.14 -2.11 0.487
H 2.98 2.88 -1.30 0.316
H 1.94 3.96 -0.32 0.330
C 0.06 -1.55 2.79 -1.148
H 0.53 -2.31 3.42 0.422
H -0.96 -1.85 2.54 0.127
H 0.02 -0.61 3.34 0.314
C 0.89 -2.88 0.38 -1.104
H 0.55 -3.67 1.05 0.377
H 1.86 -3.14 -0.05 0.411
H 0.16 -2.73 -0.42 0.019
C 2.75 -1.44 2.03 -1.345
H 2.81 -2.29 2.73 0.471
H 2.96 -0.51 2.57 0.319
H 3.47 -1.57 1.22 0.316
C 2.47 2.17 1.95 -0.015
C 3.40 3.88 3.40 -0.527
C 2.29 3.23 2.89 -0.417
C 3.78 1.83 1.48 0.344
C 4.88 2.49 2.02 -0.923
C 4.68 3.50 2.97 -0.354
H 3.29 4.69 4.11 0.391
H 1.26 3.49 3.14 0.401
H 3.87 1.09 0.69 0.460
H 5.88 2.23 1.69 0.365
H 5.56 4.01 3.39 0.335
C -1.38 -0.68 -1.98 0.468
O -0.37 -0.37 -1.29 -0.159
C -2.37 0.34 -2.49 -1.295
H -3.34 -0.17 -2.69 0.424
H -2.10 0.77 -3.46 0.426
H -2.48 1.12 -1.74 0.140
C -1.48 -2.07 -2.56 -1.208
H -2.18 -2.68 -1.96 -0.075
H -0.49 -2.56 -2.61 0.425
H -1.88 -2.05 -3.60 0.459
S -2.91 -0.58 0.92 -0.245
C -3.73 -2.10 0.72 0.421
C -4.82 -1.99 -0.18 -0.539
C -5.11 -3.08 -0.99 -0.338
C -4.37 -4.26 -0.84 -0.507
C -3.29 -4.36 0.07 -0.560
C -2.98 -3.27 0.87 -0.183
H -5.20 -0.98 -0.35 0.482
H -5.88 -3.02 -1.76 0.364
H -4.64 -5.12 -1.45 0.336
H -2.68 -5.27 0.12 0.357
H -2.06 -3.22 1.47 0.238
```



(4)
This record from the Open Molecules 2025 dataset describes an isolated molecule of C3H8N2O2. The level of theory is the ωB97M-V functional and the def2-TZVPD basis.

Summary:
- Total energy: -379.060931 a.u.
- SMILES: N[C@H](O)[C@H]1O[C@H]1N
- Relative energy (zero: lowest compared OMol25 entry of this formula, charge and spin): 50.2 kcal per mole

The geometry in XYZ format:
```
15
Properties=species:S:1:pos:R:3:mulliken_charge:R:1
N 1.39 -0.45 0.99 -0.615
C 0.38 0.58 0.97 -0.535
O -0.77 0.13 1.64 -0.522
C -0.05 1.01 -0.44 0.124
O 0.61 0.40 -1.51 -0.473
C -0.77 0.12 -1.36 -0.153
N -1.21 -1.17 -1.00 -0.550
H 1.23 -1.13 0.26 0.265
H 2.32 -0.06 0.84 0.257
H 0.79 1.47 1.49 0.416
H -0.48 -0.29 2.46 0.342
H -0.21 2.08 -0.56 0.449
H -1.39 0.58 -2.13 0.410
H -0.85 -1.88 -1.62 0.257
H -1.00 -1.39 -0.03 0.330
```



(5)
This record from the Open Molecules 2025 dataset describes a structure of composition C4H4Cl3NO2. The level of theory is the ωB97M-V functional and the def2-TZVPD basis.

Summary:
- Total energy: -1740.463289 a.u.
- Relative energy (zero: lowest compared OMol25 entry of this formula, charge and spin): 103.2 kcal per mole

The geometry in XYZ format:
```
14
Properties=species:S:1:pos:R:3:mulliken_charge:R:1
C -0.44 0.55 -0.69 -0.103
C 0.26 -0.09 0.32 0.114
C -1.09 -0.14 -1.82 -1.073
C 0.95 0.93 1.54 0.499
N 0.39 -1.48 0.51 0.940
O -0.28 -2.19 -0.17 -0.626
O 1.27 -1.85 1.25 -0.548
Cl 0.60 0.04 3.07 -0.153
Cl 0.26 2.51 1.68 -0.139
Cl 2.65 1.19 1.34 -0.106
H -0.55 1.63 -0.72 0.290
H -0.50 -0.83 -2.43 0.302
H -1.70 0.48 -2.57 0.299
H -1.82 -0.75 -1.29 0.304
```



(6)
This record from the Open Molecules 2025 dataset describes an isolated molecule of C5H4N2. The level of theory is the ωB97M-V functional and the def2-TZVPD basis.

Summary:
- Total energy: -302.220542 a.u.
- Relative energy (zero: lowest compared OMol25 entry of this formula, charge and spin): 130.4 kcal per mole

The geometry in XYZ format:
```
11
Properties=species:S:1:pos:R:3:mulliken_charge:R:1
C 2.49 -0.63 -1.01 0.359
C 1.42 -0.18 -0.69 -0.453
C 0.14 0.39 -0.32 0.366
C -0.77 -0.56 0.25 -0.654
C -1.77 -0.18 1.22 -0.053
N -2.10 1.01 1.04 -0.381
N -0.14 1.64 -0.45 -0.575
H 3.44 -1.02 -1.30 0.411
H -0.85 -1.55 -0.19 0.368
H -2.31 -0.91 1.83 0.355
H 0.70 2.17 -0.67 0.257
```